Record 1
{"formula": "C18H15Cl3MnN4S2Si", "method": "wB97M-V/def2-TZVPD", "symbols": ["Mn", "Cl", "Cl", "Cl", "S", "S", "Si", "N", "N", "N", "N", "C", "C", "C", "C", "C", "C", "C", "C", "C", "C", "C", "C", "C", "C", "C", "C", "C", "C", "H", "H", "H", "H", "H", "H", "H", "H", "H", "H", "H", "H", "H", "H", "H"], "coordinates": [[-0.7158, -0.6657, 0.1592], [1.2093, -3.7376, 1.1877], [1.5930, -2.7586, -1.9078], [-1.1840, -4.2660, -1.0337], [-0.8981, -0.0046, -2.0420], [-2.7498, 2.7261, 2.1800], [0.1430, -2.8202, -0.3699], [1.8732, 0.6354, -1.9525], [0.8002, 0.6953, -3.8771], [-2.0107, -1.1874, 1.7915], [1.3655, 0.0503, 0.2793], [-2.1846, 1.1370, 1.7740], [2.7503, 1.0368, -2.9520], [-3.5482, -0.2291, 3.3796], [3.9454, 0.5828, 1.1076], [-3.2237, -2.5885, 3.2985], [0.6508, 0.4255, -2.5627], [-3.8553, -1.4847, 3.8607], [-2.3187, -2.3947, 2.2721], [3.5809, 0.7583, -0.2116], [-1.2162, 1.1456, 0.7817], [-0.2570, 0.5704, -4.8408], [-0.9288, 2.4712, 0.3746], [2.0856, 1.0708, -4.1245], [-2.6178, -0.1042, 2.3478], [2.2677, 0.4742, -0.6107], [3.0017, 0.1318, 2.0217], [-1.6745, 3.4045, 1.0273], [1.7284, -0.1175, 1.5610], [2.4287, 1.3330, -5.1056], [-0.2102, 2.7355, -0.3864], [-1.8220, -3.2446, 1.8244], [0.1098, 0.8629, -5.8209], [3.7771, 1.2694, -2.7774], [-1.6515, 4.4677, 0.8847], [-1.0976, 1.2050, -4.5556], [3.2476, -0.0214, 3.0581], [-4.5701, -1.6083, 4.6596], [-0.6075, -0.4625, -4.8725], [0.9400, -0.4700, 2.2325], [4.9544, 0.7954, 1.4214], [4.3230, 1.1079, -0.9059], [-3.4294, -3.5880, 3.6426], [-4.0042, 0.6610, 3.7823]], "spin_multiplicity": 5, "relative_energy_ev": 1.042, "e_tot_ha": -4531.3699, "e_homo_ev": [-10.963, -11.081], "total_charge": 1}

***

Record 2
{"formula": "C18H15ClI2N2O4Pb", "method": "wB97M-V/def2-TZVPD", "symbols": ["Pb", "I", "I", "Cl", "O", "O", "O", "O", "N", "N", "C", "C", "C", "C", "C", "C", "C", "C", "C", "C", "C", "C", "C", "C", "C", "C", "C", "C", "H", "H", "H", "H", "H", "H", "H", "H", "H", "H", "H", "H", "H", "H", "H"], "coordinates": [[-1.1524, -0.3585, 2.8084], [-7.1018, 0.7961, 1.6027], [-4.2202, -0.5248, 2.6163], [-2.2270, -1.6419, -6.3614], [0.9856, -1.1279, 1.7263], [0.2725, -2.7010, -1.2176], [-0.7710, -0.4907, 0.4268], [0.6565, 1.0140, 4.2016], [-0.4581, 4.1079, 1.6484], [-0.9355, 1.9291, 1.7896], [2.9497, 1.1687, 3.9535], [1.6239, 1.5497, 3.5422], [-1.5646, -1.9265, -4.8628], [-0.0143, 2.8639, 2.0892], [-1.3152, -3.1920, -4.3848], [-0.7572, -3.5231, -3.1755], [0.3641, -1.0406, 0.6495], [-1.6918, 3.9237, 1.0197], [1.0459, -1.7057, -0.6116], [3.9844, 1.6145, 3.1336], [-1.1967, -0.8040, -4.0168], [3.8087, 2.6407, 2.1956], [2.5732, 3.1254, 1.8769], [-1.9432, 2.5735, 1.1438], [-0.6547, -1.0773, -2.7472], [-0.8422, -4.8715, -2.6572], [-0.3556, -2.3639, -2.3705], [1.3884, 2.5847, 2.5076], [2.4786, 4.0419, 1.2433], [-0.0862, -5.5441, -3.1206], [0.0256, 4.9622, 1.8058], [-1.8619, -5.2770, -2.8708], [1.9785, -2.2047, -0.3644], [5.0002, 1.2633, 3.3434], [-2.2156, 4.7296, 0.5301], [-0.6441, -4.8368, -1.5702], [-2.7756, 2.0014, 0.7763], [-1.5590, -4.0795, -4.9822], [-0.4929, -0.3104, -1.9988], [1.3617, -0.8977, -1.3118], [4.6538, 2.9881, 1.6090], [-1.3795, 0.1876, -4.4149], [3.0646, 0.4339, 4.7995]], "relative_energy_ev": 2.596, "e_tot_ha": -2353.7864, "e_homo_ev": [-7.363, -7.299], "total_charge": 0}